{"formula": "C62H168N12O19", "method": "the ωB97M-V functional and the def2-TZVPD basis", "species": ["C", "C", "C", "O", "C", "N", "H", "H", "H", "H", "H", "H", "H", "H", "H", "H", "H", "C", "C", "C", "O", "C", "N", "H", "H", "H", "H", "H", "H", "H", "H", "H", "H", "H", "C", "C", "C", "O", "C", "N", "H", "H", "H", "H", "H", "H", "H", "H", "H", "H", "H", "C", "C", "C", "O", "C", "N", "H", "H", "H", "H", "H", "H", "H", "H", "H", "H", "H", "C", "C", "C", "O", "C", "N", "H", "H", "H", "H", "H", "H", "H", "H", "H", "H", "H", "C", "C", "C", "O", "C", "N", "H", "H", "H", "H", "H", "H", "H", "H", "H", "H", "H", "C", "C", "C", "O", "C", "N", "H", "H", "H", "H", "H", "H", "H", "H", "H", "H", "H", "C", "C", "C", "O", "C", "N", "H", "H", "H", "H", "H", "H", "H", "H", "H", "H", "H", "C", "C", "C", "O", "C", "N", "H", "H", "H", "H", "H", "H", "H", "H", "H", "H", "H", "C", "O", "C", "C", "N", "C", "C", "O", "C", "H", "H", "H", "H", "H", "H", "H", "H", "H", "H", "H", "H", "H", "H", "H", "C", "O", "C", "C", "N", "C", "C", "O", "C", "H", "H", "H", "H", "H", "H", "H", "H", "H", "H", "H", "H", "H", "H", "H", "C", "O", "C", "C", "N", "C", "C", "O", "C", "H", "H", "H", "H", "H", "H", "H", "H", "H", "H", "H", "H", "H", "H", "H", "C", "C", "O", "H", "H", "H", "H", "H", "H", "C", "C", "O", "H", "H", "H", "H", "H", "H", "C", "C", "O", "H", "H", "H", "H", "H", "H", "C", "C", "O", "H", "H", "H", "H", "H", "H"], "positions_angstrom": [[9.369, -20.791, 18.411], [9.361, -21.651, 19.680], [7.935, -22.148, 20.031], [7.230, -21.422, 21.041], [7.848, -21.359, 22.288], [10.142, -22.742, 19.274], [10.243, -20.159, 18.248], [8.637, -20.045, 18.718], [9.098, -21.179, 17.429], [9.809, -21.099, 20.507], [8.071, -23.188, 20.329], [7.262, -22.159, 19.173], [8.931, -21.444, 22.380], [7.405, -22.096, 22.958], [7.553, -20.340, 22.539], [10.405, -23.293, 20.078], [11.073, -22.410, 19.067], [18.496, -24.557, 25.325], [17.171, -24.768, 24.561], [15.929, -25.188, 25.487], [14.753, -25.328, 24.761], [13.525, -25.589, 25.488], [16.838, -23.418, 24.058], [19.212, -24.240, 24.567], [18.946, -25.371, 25.893], [18.451, -23.742, 26.047], [17.245, -25.378, 23.660], [15.753, -24.450, 26.269], [16.225, -26.164, 25.872], [12.716, -25.802, 24.789], [13.157, -24.773, 26.110], [13.703, -26.444, 26.141], [17.327, -23.151, 23.216], [15.840, -23.552, 23.985], [17.661, -22.132, 19.574], [19.120, -22.584, 19.844], [19.425, -24.075, 19.424], [19.266, -24.259, 18.061], [19.775, -25.376, 17.325], [19.985, -21.645, 18.983], [17.523, -21.112, 19.933], [16.892, -22.684, 20.115], [17.411, -22.075, 18.515], [19.399, -22.497, 20.894], [18.786, -24.725, 20.022], [20.466, -24.294, 19.664], [19.525, -26.311, 17.826], [20.855, -25.241, 17.265], [19.437, -25.705, 16.343], [20.964, -21.851, 19.125], [19.896, -22.022, 18.050], [13.078, -15.738, 24.807], [13.517, -17.231, 24.900], [13.529, -17.987, 23.576], [12.400, -17.556, 22.845], [11.433, -18.512, 22.504], [14.827, -17.344, 25.432], [11.993, -15.750, 24.706], [13.666, -15.271, 24.017], [13.172, -15.200, 25.751], [12.946, -17.795, 25.638], [13.642, -19.050, 23.789], [14.333, -17.598, 22.950], [10.458, -18.111, 22.226], [11.196, -19.289, 23.231], [11.843, -18.937, 21.588], [14.772, -16.982, 26.373], [14.922, -18.343, 25.553], [11.321, -15.762, 20.487], [12.800, -15.833, 20.053], [13.689, -14.745, 20.643], [13.165, -13.406, 20.507], [13.392, -12.903, 19.157], [13.255, -17.104, 20.259], [11.138, -16.081, 21.513], [10.623, -16.403, 19.948], [10.847, -14.804, 20.273], [13.030, -15.713, 18.995], [14.686, -14.811, 20.208], [13.751, -14.834, 21.728], [14.390, -12.466, 19.194], [12.689, -12.106, 18.914], [13.362, -13.701, 18.415], [14.260, -17.012, 20.314], [13.083, -17.415, 21.205], [11.544, -17.527, 16.171], [12.309, -18.763, 16.577], [13.604, -19.085, 15.775], [13.336, -19.114, 14.351], [14.415, -19.463, 13.496], [12.675, -18.647, 18.017], [11.371, -17.583, 15.097], [12.131, -16.641, 16.413], [10.656, -17.379, 16.786], [11.611, -19.596, 16.491], [14.041, -20.023, 16.115], [14.348, -18.309, 15.954], [15.079, -20.199, 13.949], [14.983, -18.580, 13.203], [13.946, -19.839, 12.587], [11.922, -18.492, 18.672], [13.098, -17.759, 18.248], [12.634, -22.577, 17.176], [14.048, -22.642, 16.576], [14.789, -23.909, 17.073], [14.708, -24.246, 18.463], [15.203, -25.517, 18.718], [13.796, -22.734, 15.147], [12.703, -22.469, 18.259], [11.882, -23.331, 16.940], [12.142, -21.699, 16.759], [14.656, -21.859, 17.029], [15.833, -23.862, 16.762], [14.333, -24.765, 16.577], [16.261, -25.728, 18.566], [14.634, -26.259, 18.157], [14.986, -25.620, 19.781], [12.880, -23.107, 14.945], [13.713, -21.827, 14.710], [13.292, -29.756, 22.815], [12.690, -29.418, 24.170], [11.146, -29.347, 24.261], [10.730, -28.838, 25.544], [9.523, -29.366, 26.165], [13.052, -30.556, 25.068], [13.085, -29.006, 22.052], [12.888, -30.687, 22.415], [14.378, -29.842, 22.848], [13.121, -28.527, 24.628], [10.757, -30.313, 23.939], [10.825, -28.661, 23.477], [9.669, -30.344, 26.625], [8.734, -29.366, 25.413], [9.208, -28.718, 26.983], [13.952, -30.282, 25.435], [12.371, -30.495, 25.812], [17.137, -27.906, 21.895], [17.515, -28.931, 20.839], [16.532, -30.141, 20.839], [16.759, -30.817, 22.013], [16.231, -32.144, 22.126], [17.151, -28.372, 19.548], [17.846, -27.084, 21.799], [17.352, -28.314, 22.883], [16.107, -27.552, 21.912], [18.558, -29.245, 20.815], [16.863, -30.717, 19.975], [15.457, -29.973, 20.764], [15.220, -31.840, 22.398], [16.840, -32.556, 22.930], [16.091, -32.769, 21.244], [17.268, -28.933, 18.717], [17.864, -27.662, 19.455], [10.314, -27.396, 19.926], [10.574, -28.743, 19.803], [11.919, -29.095, 19.356], [12.071, -30.597, 19.336], [11.406, -31.012, 18.048], [11.782, -32.431, 17.693], [13.275, -32.625, 17.273], [13.696, -34.003, 17.558], [14.780, -34.142, 18.403], [10.238, -26.890, 18.963], [10.922, -26.754, 20.563], [9.305, -27.340, 20.335], [12.626, -28.641, 20.051], [12.163, -28.684, 18.376], [11.692, -31.070, 20.242], [13.146, -30.761, 19.401], [10.397, -31.047, 18.073], [11.199, -32.795, 16.847], [11.580, -33.132, 18.503], [14.000, -31.954, 17.734], [13.270, -32.487, 16.192], [14.950, -35.213, 18.513], [14.606, -33.729, 19.396], [15.723, -33.749, 18.024], [16.438, -13.321, 29.921], [15.618, -14.443, 29.811], [14.531, -14.423, 28.954], [13.774, -15.767, 28.790], [14.586, -16.913, 28.373], [13.892, -18.193, 28.505], [14.869, -19.294, 28.141], [14.818, -19.687, 26.773], [15.207, -21.022, 26.434], [15.858, -12.687, 30.591], [16.670, -12.857, 28.962], [17.434, -13.453, 30.344], [15.027, -14.257, 27.998], [13.910, -13.554, 29.172], [13.130, -15.722, 27.912], [13.248, -16.055, 29.701], [15.352, -16.833, 29.027], [13.025, -18.399, 27.876], [13.568, -18.277, 29.542], [14.489, -20.106, 28.761], [15.905, -19.066, 28.390], [14.856, -21.879, 27.008], [16.290, -21.090, 26.325], [14.827, -21.185, 25.425], [23.000, -23.697, 19.384], [22.611, -22.297, 19.367], [23.230, -21.441, 20.309], [22.462, -21.411, 21.585], [21.186, -20.687, 21.597], [20.644, -20.946, 22.974], [19.280, -20.201, 23.056], [18.038, -20.939, 22.746], [16.926, -20.069, 23.178], [22.724, -24.264, 20.273], [24.088, -23.641, 19.377], [22.501, -24.211, 18.562], [23.216, -20.446, 19.865], [24.263, -21.695, 20.544], [23.045, -20.913, 22.359], [22.373, -22.470, 21.827], [20.529, -21.134, 20.975], [21.237, -20.412, 23.716], [20.604, -21.978, 23.324], [19.450, -19.242, 22.568], [19.225, -19.996, 24.125], [15.975, -20.533, 22.917], [17.040, -19.083, 22.729], [16.846, -19.965, 24.260], [10.391, -21.213, 24.989], [11.344, -22.355, 25.087], [10.846, -23.600, 24.534], [10.254, -20.881, 23.960], [10.865, -20.378, 25.504], [9.408, -21.349, 25.441], [11.774, -22.383, 26.088], [12.092, -21.947, 24.407], [10.621, -24.111, 25.315], [8.932, -24.738, 28.485], [8.983, -24.906, 26.953], [10.291, -25.278, 26.509], [9.109, -25.733, 28.894], [7.971, -24.398, 28.871], [9.747, -24.209, 28.980], [8.671, -23.985, 26.459], [8.314, -25.716, 26.662], [10.237, -26.236, 26.558], [8.204, -25.527, 23.672], [6.773, -25.661, 24.086], [6.410, -26.976, 24.009], [8.373, -25.789, 22.628], [8.945, -26.067, 24.261], [8.342, -24.446, 23.643], [6.187, -25.034, 23.414], [6.718, -25.348, 25.129], [6.281, -27.213, 23.088], [13.567, -22.909, 22.020], [12.618, -24.003, 21.529], [11.279, -23.577, 21.903], [13.722, -23.141, 23.074], [13.205, -21.883, 21.964], [14.511, -23.127, 21.520], [12.777, -25.049, 21.791], [12.592, -23.859, 20.449], [11.112, -23.692, 22.841]], "e_homo_ev": -8.40, "max_force_ev_per_a": 4.153, "relative_energy_kj_mol": 657.7, "total_energy_ev": -123783.532, "multiplicity": 1, "gap_ev": 8.71}